{
  "formula": "C32H42MnN2OP2",
  "method": "ωB97M-V/def2-TZVPD",
  "lumo_ev": [-7.5319, -8.0979],
  "energy_ev": -88776.032,
  "homo_lumo_gap_ev": [5.284, 4.740],
  "e_homo_ev": [-12.82, -12.84],
  "total_charge": 2,
  "spin_multiplicity": 4,
  "species": ["C", "C", "C", "C", "C", "C", "C", "C", "C", "C", "C", "C", "C", "H", "H", "H", "H", "H", "H", "H", "N", "Mn", "C", "H", "H", "C", "H", "H", "P", "P", "C", "H", "H", "H", "C", "H", "H", "H", "C", "H", "H", "H", "C", "H", "H", "H", "C", "O", "H", "C", "C", "C", "C", "C", "C", "C", "C", "N", "C", "C", "C", "C", "H", "H", "H", "H", "H", "H", "H", "H", "H", "H", "H", "H", "H", "H", "H", "H", "H", "H"],
  "xyz": [[1.3595, -3.9828, -2.1615], [0.8080, -2.7457, -2.4671], [-0.6039, -2.6515, -2.6636], [-1.4496, -3.8036, -2.4846], [-0.8284, -5.0415, -2.1665], [0.5431, -5.1222, -2.0134], [-2.8344, -3.6071, -2.5821], [-3.3760, -2.3454, -2.8661], [-2.4536, -1.2518, -3.0332], [-2.9296, 0.0747, -3.2601], [-4.2989, 0.2891, -3.3488], [-5.2087, -0.7779, -3.2016], [-4.7649, -2.0655, -2.9651], [2.4400, -4.0558, -2.0196], [-1.4708, -5.9140, -2.0439], [1.0127, -6.0764, -1.7659], [-3.5025, -4.4526, -2.4346], [-4.6616, 1.3028, -3.5317], [-6.2778, -0.5713, -3.2784], [-5.4587, -2.8983, -2.8468], [-1.1287, -1.4437, -2.9267], [-0.2425, 0.6536, -0.1045], [1.6087, -1.4645, -2.5274], [1.1868, -0.7953, -3.2873], [2.6677, -1.6603, -2.7392], [-1.9013, 1.1754, -3.3691], [-0.9985, 0.7954, -3.8638], [-2.3064, 2.0369, -3.9173], [1.5232, -0.5091, -0.9266], [-1.2948, 1.8269, -1.7278], [-2.8190, 2.7400, -1.2479], [-2.6673, 3.2931, -0.3126], [-3.1199, 3.4458, -2.0367], [-3.6365, 2.0242, -1.0825], [-0.1239, 3.1112, -2.3453], [-0.6337, 3.7957, -3.0391], [0.3095, 3.6919, -1.5197], [0.6961, 2.6060, -2.8783], [2.4457, -1.6553, 0.1680], [3.3591, -2.0111, -0.3320], [2.7099, -1.1446, 1.1041], [1.8120, -2.5160, 0.4165], [2.8056, 0.7858, -1.2107], [2.9534, 1.3655, -0.2873], [3.7580, 0.3152, -1.4935], [2.4829, 1.4698, -2.0082], [-1.8335, 0.3143, 0.6827], [-2.7793, 0.5414, 1.3480], [-1.0282, -0.6284, -0.5603], [3.9074, 0.2748, 5.0806], [2.7478, -0.0614, 4.1850], [2.0131, -1.2293, 4.4175], [0.9036, -1.5515, 3.6340], [0.1339, -2.8184, 3.8737], [0.5037, -0.6650, 2.6353], [1.1626, 0.5858, 2.4222], [2.3757, 0.7892, 3.1413], [0.5958, 1.5238, 1.5801], [0.6474, 2.9664, 1.9052], [0.7105, 3.2255, 3.4096], [1.8556, 3.6005, 1.2198], [-0.6199, 3.6463, 1.3865], [3.5788, 0.4091, 6.1207], [4.6552, -0.5294, 5.0828], [4.3898, 1.2026, 4.7575], [2.3031, -1.8945, 5.2368], [0.7871, -3.6974, 3.8044], [-0.3288, -2.8284, 4.8695], [-0.6637, -2.9178, 3.1300], [-0.3958, -0.9025, 2.0500], [3.0165, 1.6475, 2.9152], [1.6986, 3.0059, 3.8269], [0.5285, 4.2949, 3.5812], [-0.0443, 2.6436, 3.9459], [1.8339, 3.4531, 0.1305], [1.8568, 4.6780, 1.4145], [2.7977, 3.2029, 1.6143], [-0.6454, 3.6904, 0.2913], [-1.5133, 3.1124, 1.7417], [-0.6410, 4.6797, 1.7548]],
  "forces_ev_per_angstrom": [[-0.1235, 1.3668, -0.1981], [0.3965, -0.5495, 0.2219], [-1.0722, 0.2035, 0.1558], [0.2567, 0.6100, -0.0476], [0.5540, -0.3186, 0.1190], [-0.9205, -0.5750, -0.0395], [0.0617, 0.0369, -0.1642], [0.5502, 0.3849, -0.0025], [0.4356, -1.0012, 0.2906], [-0.6656, 0.2864, 0.0013], [1.3580, 0.2127, 0.0841], [-0.2997, -1.0199, 0.1250], [-0.4907, 0.4660, -0.0832], [-0.2969, -0.0885, -0.0406], [0.2917, 0.1117, 0.0088], [-0.2189, 0.2844, -0.1130], [0.0550, 0.0752, -0.0307], [-0.0076, -0.3057, 0.0200], [0.3418, -0.1361, 0.0221], [0.0295, 0.3114, -0.0527], [0.1957, 0.3531, 0.0784], [-0.2829, -0.6096, 0.9988], [-0.5384, 0.0959, 0.0688], [0.2020, -0.2224, 0.0013], [-0.2006, 0.1245, 0.1478], [0.2264, -0.6370, 0.2167], [-0.2970, 0.1088, -0.1138], [0.1998, -0.0995, 0.2518], [2.4410, -1.2377, -1.2623], [-1.3485, 1.3073, -1.7975], [0.1236, 0.0688, 0.5483], [-0.1387, -0.1072, -0.2996], [0.2305, -0.2763, 0.1763], [0.2483, 0.1161, -0.1085], [0.1739, -0.1193, 0.2699], [0.0970, -0.2526, 0.2242], [-0.1203, -0.1052, -0.3275], [-0.2691, 0.1768, 0.0882], [-0.3213, 0.0058, 0.5120], [-0.3259, 0.2219, 0.0380], [0.0241, -0.1789, -0.2653], [0.1721, 0.1589, -0.0700], [-0.1689, 0.1837, 0.0848], [0.0064, -0.1575, -0.2800], [-0.2938, 0.1123, 0.0387], [0.1924, -0.1749, 0.2006], [-4.3381, 2.8974, 3.2440], [3.4504, -1.9774, -2.9076], [0.3482, 0.0652, -0.1217], [0.3147, 0.0298, -0.0545], [0.1216, 0.4022, -0.4121], [-0.1528, 0.0594, 0.0812], [-0.2406, 0.1236, -0.5683], [-0.1800, -0.1666, -0.0494], [-0.2101, -0.0852, -0.0710], [0.1954, 0.2102, -0.1838], [0.1254, 0.1593, 0.7002], [-0.1371, -1.2039, 0.3876], [0.3035, 0.4187, 0.0354], [0.2724, 0.1801, 0.3164], [0.3900, 0.1589, -0.1405], [-0.2286, -0.2772, -0.1278], [-0.0200, -0.0424, -0.2946], [-0.1595, 0.2010, -0.0163], [-0.0131, -0.1918, 0.1061], [-0.0778, 0.2182, -0.2704], [-0.1274, 0.1922, 0.0219], [0.1463, 0.0427, -0.2223], [0.1131, -0.0964, 0.1775], [0.3693, 0.1018, 0.4381], [-0.3800, -0.3623, 0.1610], [-0.3433, 0.0493, -0.0083], [-0.0200, -0.3256, 0.0042], [0.0576, 0.1026, -0.0158], [0.0281, 0.0162, 0.2547], [-0.0233, -0.1386, -0.0621], [-0.1624, 0.0857, -0.1885], [0.0442, -0.0326, 0.2389], [0.1638, 0.2676, -0.0130], [-0.0925, -0.2937, -0.1362]],
  "mulliken_charge": [-0.170, 0.153, 0.206, 0.535, -0.926, -0.883, -0.892, 0.609, 0.042, 0.022, -0.158, -0.910, -0.936, 0.467, 0.475, 0.403, 0.495, 0.485, 0.398, 0.475, -0.212, 0.894, -0.999, 0.385, 0.851, -1.193, 0.514, 0.881, 1.172, 0.698, -1.389, 0.303, 0.481, 0.415, -1.214, 0.491, 0.267, 0.360, -1.458, 0.502, 0.359, 0.349, -1.198, 0.202, 0.520, 0.277, -0.214, -0.292, 0.358, -1.709, 0.456, -0.524, 0.552, -1.872, 0.005, -0.007, -0.075, 0.650, 0.730, -1.755, -1.189, -1.609, 0.370, 0.407, 0.355, 0.470, 0.409, 0.416, 0.347, -0.066, 0.453, 0.426, 0.515, 0.392, 0.140, 0.459, 0.265, 0.041, 0.386, 0.566]
}